Here is 2 unconnected molecules or ions with the total composition C7H12BClF4O2P at a distorted geometry from the Open Molecules 2025 dataset. Energies are from ωB97M-V/def2-TZVPD.

Geometry (Å):
C  1.82961  -0.05702  0.50394
C  1.31417  -1.22856  -0.47294
P  -0.58354  -1.45795  -0.45087
C  -0.86753  -2.61825  1.05452
C  -1.47613  0.19505  -0.21228
C  -1.88936  0.41203  1.35233
C  -3.31005  -0.36580  1.44421
O  -4.07001  -0.50229  2.41215
O  -3.54612  -0.90199  0.11908
C  -3.00830  0.15767  -0.75225
Cl  -3.30080  0.04359  -2.54366
H  2.73901  -0.44049  1.07644
H  2.13218  0.85705  -0.12483
H  1.04974  0.24647  1.29900
H  1.77623  -2.21002  -0.07989
H  1.59577  -1.04941  -1.56020
H  -0.12941  -3.48644  0.88656
H  -1.91152  -3.06744  1.06692
H  -0.60064  -2.09173  2.03384
H  -1.03541  1.09808  -0.75709
H  -1.03125  0.04041  1.99633
H  -1.93602  1.54230  1.49325
H  -3.59242  1.06430  -0.34070
B  3.97110  2.76499  -1.88920
F  5.09764  3.06403  -2.72118
F  3.57800  1.39977  -2.08833
F  4.32487  2.96239  -0.51428
F  2.88017  3.62928  -2.23089

## Properties
Net charge: -1
Calculated total energy: -1650.50911 Ha